Entry 1:
{"formula": "C6H6NO2P2", "method": "ωB97M-V/def2-TZVPD", "symbols": ["C", "C", "C", "C", "C", "C", "N", "O", "O", "P", "P", "H", "H", "H", "H", "H", "H"], "xyz": [[0.267, 1.043, -0.881], [-0.909, 1.273, -1.512], [0.490, 0.147, 0.272], [-2.204, 0.620, -1.213], [-0.661, 0.105, 1.205], [1.869, 0.173, 0.932], [0.365, -2.631, 0.498], [-3.217, 0.827, -1.790], [-0.471, 0.038, 2.420], [-0.242, -1.541, -0.521], [-2.208, -0.440, 0.434], [1.147, 1.464, -1.274], [-0.934, 1.889, -2.323], [1.781, 0.783, 1.824], [2.553, 0.551, 0.205], [2.188, -0.678, 1.318], [0.187, -3.625, 0.404]], "forces_ev_per_a": [[-1.4, -0.7, 0.6], [0.3, -1.8, 1.7], [-0.5, -0.2, -0.6], [2.5, -0.3, 3.6], [0.5, -0.1, 1.4], [-2.5, 3.6, -1.5], [-0.3, 0.9, -0.4], [-2.0, 0.2, -1.8], [-0.4, 0.1, -0.5], [1.1, -1.9, 0.9], [-0.5, 0.6, -1.2], [1.0, 0.8, -0.6], [0.0, 1.7, -2.3], [0.1, 0.7, 0.0], [0.8, 0.4, -0.2], [1.1, -4.4, 1.2], [-0.1, 0.3, -0.4]], "relative_energy_kcal_mol": 19.9, "total_charge": -1, "homo_energy_ev": -3.39, "orbital_gap_ev": 7.062, "energy_ev": -30481.4717}

=====

Entry 2:
{"formula": "C17H35F6N5O11S2V", "method": "ωB97M-V/def2-TZVPD", "symbols": ["V", "C", "F", "F", "F", "S", "O", "O", "O", "C", "F", "F", "F", "S", "O", "O", "O", "C", "C", "O", "N", "C", "H", "H", "H", "H", "H", "H", "H", "C", "C", "O", "N", "C", "H", "H", "H", "H", "H", "H", "H", "C", "C", "O", "N", "C", "H", "H", "H", "H", "H", "H", "H", "C", "C", "O", "N", "C", "H", "H", "H", "H", "H", "H", "H", "C", "C", "O", "N", "C", "H", "H", "H", "H", "H", "H", "H"], "xyz": [[0.200, -0.071, -0.259], [1.451, -3.324, 2.998], [1.055, -2.344, 3.746], [2.428, -3.996, 3.741], [0.408, -4.181, 2.927], [1.923, -2.940, 1.221], [3.373, -2.584, 1.278], [1.606, -4.151, 0.435], [1.173, -1.722, 0.737], [1.959, 3.471, -2.769], [0.569, 3.372, -3.006], [2.658, 3.143, -3.946], [2.035, 4.792, -2.387], [2.569, 2.310, -1.401], [2.753, 3.229, -0.283], [1.543, 1.281, -1.255], [3.782, 1.751, -1.960], [-2.330, -2.541, 2.026], [-2.047, -1.108, 2.043], [-1.211, -0.650, 1.335], [-2.791, -0.389, 2.878], [-2.691, 1.074, 3.129], [-2.841, -2.969, 2.889], [-1.466, -3.169, 1.810], [-3.015, -2.774, 1.210], [-3.477, -0.912, 3.404], [-3.577, 1.609, 3.472], [-2.153, 1.598, 2.339], [-2.112, 1.272, 4.031], [-1.682, -3.275, -1.228], [-2.275, -1.962, -1.810], [-1.681, -0.851, -1.546], [-3.502, -1.988, -2.333], [-4.311, -0.883, -2.776], [-1.013, -3.723, -1.963], [-2.462, -3.958, -0.892], [-0.988, -2.962, -0.449], [-3.865, -2.928, -2.402], [-3.620, -0.269, -3.353], [-4.632, -0.458, -1.825], [-5.197, -1.051, -3.388], [-2.637, 3.185, 0.606], [-1.309, 2.769, 0.272], [-1.154, 1.681, -0.321], [-0.230, 3.532, 0.550], [-0.145, 4.805, 1.212], [-3.221, 3.823, -0.058], [-2.685, 3.639, 1.596], [-3.245, 2.280, 0.603], [0.724, 3.247, 0.383], [-0.833, 5.512, 0.749], [0.809, 5.321, 1.100], [-0.395, 4.724, 2.270], [1.123, 1.875, 3.599], [1.815, 1.218, 2.482], [1.144, 1.031, 1.478], [3.167, 0.975, 2.521], [3.902, 0.523, 1.393], [1.685, 2.783, 3.817], [0.916, 1.269, 4.482], [0.079, 2.030, 3.327], [3.657, 1.413, 3.288], [4.569, 1.341, 1.119], [3.289, 0.144, 0.576], [4.577, -0.263, 1.731], [0.410, -0.595, -4.500], [1.080, -1.421, -3.461], [0.887, -1.220, -2.261], [1.870, -2.431, -3.940], [2.560, -3.393, -3.041], [0.535, -0.745, -5.572], [0.640, 0.443, -4.261], [-0.673, -0.720, -4.487], [2.166, -2.434, -4.906], [3.012, -3.987, -3.836], [1.915, -4.030, -2.436], [3.450, -3.092, -2.490]], "forces_ev_per_a": [[-0.4, 0.7, 0.8], [0.3, -2.6, 0.8], [-0.1, 1.7, 0.3], [-1.0, 1.1, -1.7], [0.1, -0.1, -0.1], [3.3, 1.5, -3.8], [-2.8, -1.1, 0.7], [-0.1, 1.7, 1.9], [0.4, -2.3, 1.5], [-1.8, 0.4, -0.8], [2.3, -0.7, -0.1], [-1.8, 1.5, 2.2], [1.1, -1.7, -1.1], [1.7, -0.5, -0.3], [-0.8, -0.6, -0.3], [-0.2, 0.8, -0.3], [-0.6, 0.6, 0.3], [-0.9, -2.4, -0.3], [-0.7, -0.6, 0.9], [1.9, 1.7, -1.8], [-1.5, 1.8, 1.3], [1.1, -0.4, 0.8], [0.2, 0.3, 0.3], [0.2, 0.4, 0.2], [-0.1, 0.3, -0.3], [0.2, 0.3, 0.0], [-0.8, -0.6, -1.0], [-0.4, -0.5, 0.0], [0.7, -0.5, 0.1], [0.1, 1.3, -1.0], [2.0, 2.9, 2.7], [-1.7, -2.7, -1.2], [-0.3, -2.7, -0.9], [0.9, 0.9, 0.7], [-0.3, -0.3, -0.2], [0.2, -0.1, 0.0], [-0.3, -0.1, 0.2], [-0.2, 0.2, -0.1], [-0.4, 0.7, 0.3], [-0.2, 1.0, -0.4], [0.3, -0.9, 0.1], [-2.8, 0.4, 1.0], [3.4, -0.8, -1.9], [-0.2, 0.2, 0.4], [0.5, 0.4, 0.3], [-1.5, 1.1, 0.1], [0.8, 0.4, -0.4], [0.0, 0.1, 0.0], [0.1, 0.0, 0.2], [-0.1, -1.2, -0.6], [-0.3, 0.1, 0.2], [0.3, -0.8, -0.1], [0.1, 0.1, 0.2], [-0.6, 0.2, 1.3], [1.4, -0.4, -1.1], [-0.4, -0.9, -1.0], [-3.0, 0.7, 1.3], [1.8, -0.2, -0.1], [-0.4, 0.2, 0.5], [1.1, -0.2, 0.3], [0.3, 0.7, -0.6], [0.0, -0.3, -0.1], [-0.2, 0.0, -0.8], [0.0, 0.3, 0.3], [-0.2, -0.3, -0.2], [-1.0, 1.1, -0.7], [0.4, -0.8, 0.0], [0.5, -0.7, -1.0], [-0.1, 0.4, 2.0], [0.6, -0.5, -2.0], [1.1, -0.4, 0.1], [-0.2, 0.1, -0.1], [-0.2, 0.1, 0.9], [-0.3, 0.2, 0.3], [0.1, -0.9, 0.4], [-0.2, 0.5, 0.0], [-0.5, 0.9, 0.3]], "spin_multiplicity": 4, "s2": 3.752, "total_charge": 0, "homo_energy_ev": [-6.92, -9.18], "orbital_gap_ev": [7.005, 9.261], "energy_ev": -111835.4998}

=====

Entry 3:
{"formula": "C7H12N2", "method": "ωB97M-V/def2-TZVPD", "symbols": ["C", "C", "C", "C", "C", "C", "C", "N", "N", "H", "H", "H", "H", "H", "H", "H", "H", "H", "H", "H", "H"], "xyz": [[1.950, 1.515, 0.062], [-1.094, -0.942, 0.397], [-1.319, 0.617, 0.601], [-0.377, 0.099, -0.376], [-2.614, 1.183, -0.061], [2.258, -0.564, -1.001], [1.604, 0.151, 0.169], [2.310, 2.596, -0.121], [1.493, -0.327, 1.502], [-0.730, -1.682, 1.024], [-1.851, -1.410, -0.299], [-1.003, 1.175, 1.417], [-0.571, 0.347, -1.540], [-3.484, 1.358, 0.657], [-3.009, 0.526, -0.841], [-2.491, 2.135, -0.510], [1.901, -1.538, -1.083], [3.298, -0.609, -0.779], [2.089, 0.051, -1.913], [1.713, -1.325, 1.600], [2.093, 0.167, 2.172]], "forces_ev_per_a": [[0.3, 1.8, 0.1], [-2.5, 1.8, -2.9], [-2.3, -1.5, -2.3], [3.9, 0.9, -2.0], [-1.2, -0.9, 1.7], [0.0, 1.7, 0.5], [-4.7, -0.5, -1.5], [-0.2, -0.3, 0.2], [1.4, -0.7, 0.8], [1.2, -0.6, 1.5], [0.4, 0.6, 1.1], [0.8, 0.4, 1.7], [0.7, -0.9, 2.8], [1.2, -0.5, -0.6], [0.2, -0.1, 0.1], [0.7, 1.0, -0.5], [-0.8, -1.7, -0.4], [1.2, -0.1, -0.1], [0.1, -0.7, 0.6], [-0.2, 0.6, -0.3], [-0.3, -0.1, -0.5]], "relative_energy_kcal_mol": 76.0, "total_charge": 0, "homo_energy_ev": -8.64, "orbital_gap_ev": 9.467, "energy_ev": -10430.1826}

=====

Entry 4:
{"formula": "C17H20AsMnN3O10S", "method": "ωB97M-V/def2-TZVPD", "symbols": ["Mn", "O", "As", "O", "O", "C", "C", "C", "C", "C", "C", "S", "O", "O", "O", "H", "H", "H", "H", "H", "N", "C", "C", "N", "C", "C", "H", "H", "H", "H", "H", "H", "H", "H", "H", "H", "H", "O", "C", "O", "C", "C", "C", "C", "C", "C", "N", "O", "O", "H", "H", "H", "H"], "xyz": [[0.267, 0.060, 0.218], [2.202, -0.380, 2.226], [3.142, 0.281, 0.866], [4.669, -0.266, 0.889], [2.126, -0.040, -0.430], [3.096, 2.181, 1.318], [4.356, 2.680, 1.623], [4.534, 4.005, 1.998], [3.446, 4.854, 2.078], [2.177, 4.380, 1.774], [2.001, 3.058, 1.392], [0.336, 2.580, 0.994], [-0.526, 3.711, 1.227], [0.014, 1.396, 1.826], [0.341, 2.089, -0.406], [2.507, -1.277, 2.407], [5.198, 2.000, 1.561], [5.527, 4.368, 2.230], [3.574, 5.886, 2.375], [1.315, 5.028, 1.826], [-4.496, 1.185, -0.246], [-4.088, 0.314, 0.918], [-2.598, 0.498, 1.135], [-1.845, 0.153, -0.071], [-2.252, 0.961, -1.212], [-3.737, 0.823, -1.498], [-4.287, 2.158, -0.007], [-5.500, 1.121, -0.408], [-4.332, -0.713, 0.642], [-4.676, 0.618, 1.782], [-2.271, -0.144, 1.953], [-2.374, 1.525, 1.434], [-1.994, -0.871, -0.243], [-1.694, 0.653, -2.097], [-1.984, 2.005, -1.023], [-4.009, -0.206, -1.734], [-4.072, 1.485, -2.295], [-1.920, -2.456, -0.205], [-0.766, -2.729, 0.199], [0.110, -1.894, 0.572], [-0.329, -4.171, 0.203], [-1.266, -5.177, 0.003], [-0.875, -6.504, 0.000], [0.465, -6.792, 0.191], [1.421, -5.812, 0.380], [1.012, -4.488, 0.389], [0.889, -8.204, 0.186], [0.035, -9.046, -0.007], [2.069, -8.438, 0.341], [-2.300, -4.902, -0.151], [-1.580, -7.309, -0.147], [2.456, -6.089, 0.515], [1.726, -3.689, 0.526]], "forces_ev_per_a": [[-0.1, 0.1, -0.7], [0.1, 0.0, 0.1], [-0.1, 0.0, 0.3], [0.1, 0.0, -0.1], [-0.1, 0.0, 0.2], [-0.1, 0.0, 0.0], [0.0, 0.0, 0.0], [0.0, 0.0, 0.0], [0.0, 0.0, 0.0], [0.0, 0.0, 0.0], [0.1, 0.0, -0.1], [0.0, 0.1, 0.1], [0.0, 0.0, -0.1], [0.1, -0.1, 0.0], [-0.1, 0.0, 0.1], [0.0, 0.0, 0.0], [0.0, 0.0, 0.0], [0.0, 0.0, 0.0], [0.0, 0.0, 0.0], [0.0, 0.0, 0.0], [0.0, 0.0, 0.0], [0.0, 0.0, 0.0], [0.0, 0.0, -0.1], [-0.1, 0.2, 0.2], [0.0, 0.1, 0.0], [0.0, 0.0, 0.0], [0.0, 0.0, 0.0], [0.0, 0.0, 0.0], [0.0, 0.0, 0.0], [0.0, 0.0, 0.0], [0.0, 0.0, 0.0], [0.0, 0.0, 0.0], [0.0, 0.0, -0.1], [0.0, 0.0, 0.0], [0.0, 0.0, 0.0], [0.0, 0.0, 0.0], [0.0, 0.0, 0.0], [-0.1, -0.3, 0.1], [0.2, 0.0, -0.2], [-0.1, 0.0, 0.1], [-0.1, 0.0, 0.1], [0.0, 0.0, 0.0], [0.0, 0.0, 0.0], [0.0, 0.1, 0.1], [0.0, 0.0, 0.0], [0.0, 0.0, 0.0], [0.0, 0.0, -0.3], [0.0, -0.1, 0.1], [0.0, 0.0, 0.1], [0.0, 0.0, 0.0], [0.0, 0.0, 0.0], [0.0, 0.0, 0.0], [0.0, 0.0, 0.0]], "relative_energy_kcal_mol": 0.0, "spin_multiplicity": 2, "s2": 0.900, "total_charge": 0, "homo_energy_ev": [-8.39, -7.87], "orbital_gap_ev": [7.177, 6.662], "energy_ev": -145889.9533}

=====

Entry 5:
{"formula": "C3H7NO2", "method": "ωB97M-V/def2-TZVPD", "symbols": ["N", "C", "O", "C", "C", "O", "H", "H", "H", "H", "H", "H", "H"], "xyz": [[-1.012, -1.231, -0.374], [-1.004, 0.153, -0.738], [-1.832, 0.617, -1.485], [-0.001, 1.009, 0.013], [1.285, 0.342, 0.508], [1.055, -0.651, 1.478], [-1.931, -1.612, -0.594], [-0.317, -1.750, -0.909], [-0.549, 1.358, 0.901], [0.215, 1.890, -0.597], [1.875, -0.052, -0.338], [1.902, 1.116, 0.980], [0.313, -1.189, 1.155]], "forces_ev_per_a": [[-0.2, 0.0, -0.3], [-0.2, 0.2, -0.1], [0.2, -0.1, 0.4], [0.0, 0.1, 0.0], [0.1, 0.3, -0.2], [-0.1, -0.2, 0.1], [0.2, 0.0, -0.2], [0.0, 0.1, 0.2], [0.1, 0.0, -0.2], [0.0, -0.1, 0.0], [-0.2, 0.0, 0.1], [-0.1, -0.2, -0.1], [0.1, 0.1, 0.2]], "relative_energy_kcal_mol": 22.4, "smiles": "NC(=O)CCO", "total_charge": 0, "homo_energy_ev": -10.31, "orbital_gap_ev": 11.024, "energy_ev": -8809.5564}

=====

Entry 6:
{"formula": "C4H9O2S", "method": "ωB97M-V/def2-TZVPD", "symbols": ["C", "C", "C", "S", "C", "O", "O", "H", "H", "H", "H", "H", "H", "H", "H", "H"], "xyz": [[1.578, -0.754, 0.217], [0.382, 0.088, 0.662], [0.764, 1.538, 1.026], [-0.743, 0.280, -0.714], [-1.905, -1.129, -0.457], [-1.528, 1.493, -0.516], [-0.212, 0.027, -2.296], [2.340, -0.064, -0.199], [2.037, -1.161, 1.111], [1.270, -1.632, -0.467], [0.954, 2.100, 0.039], [1.663, 1.251, 1.689], [-0.199, 1.965, 1.396], [-1.691, -1.769, -1.400], [-1.700, -1.498, 0.420], [-3.011, -0.735, -0.511]], "forces_ev_per_a": [[-0.6, -0.3, -0.4], [-1.1, 0.0, -1.8], [0.0, -1.3, -1.1], [1.2, -2.0, -3.5], [-2.2, 2.4, -7.1], [-0.1, 0.4, -0.2], [-1.7, 0.9, 5.4], [0.0, -0.6, -0.6], [0.2, -0.4, 0.3], [0.8, 1.5, 0.9], [0.7, -0.3, 1.6], [-1.3, 1.8, -0.6], [1.4, 0.2, 0.6], [-0.5, 0.6, 1.9], [1.1, -2.3, 4.6], [2.2, -0.6, 0.0]], "relative_energy_kcal_mol": 112.1, "smiles": "CC(C)=[S@@](C)(=O)[O-]", "total_charge": -1, "homo_energy_ev": -2.61, "orbital_gap_ev": 6.570, "energy_ev": -19221.2877}

=====

Number 6 is which compound?
C4H9O2S